No. 1
{
  "formula": "CH4N2OS",
  "method": "ωB97M-V/def2-TZVPD",
  "symbols": ["C", "N", "N", "O", "S", "H", "H", "H", "H"],
  "xyz": [[0.122, 0.005, 0.053], [-1.398, 1.368, 0.005], [-0.265, -1.238, -0.117], [2.358, -0.800, 0.392], [1.656, 0.490, 0.450], [-1.274, 1.656, -0.987], [-0.750, 1.893, 0.639], [-0.910, -1.595, -0.785], [0.462, -1.777, 0.349]],
  "forces_ev_per_angstrom": [[-3.9, 4.1, -0.8], [4.1, -2.9, 0.3], [1.4, 0.2, 1.3], [1.7, -1.5, 0.3], [-2.0, 0.6, -0.3], [0.3, 0.2, 1.0], [-1.1, 0.4, -1.0], [-0.4, 0.0, -0.1], [-0.2, -1.2, -0.7]],
  "nbo_charge": [0.09, -0.80, -0.82, -0.99, 0.96, 0.35, 0.35, 0.43, 0.43],
  "homo_lumo_gap_ev": [8.5, 8.5],
  "e_above_lowest_kcal_mol": 96.62,
  "total_energy_ev": -16960.9992,
  "homo_ev": [-8.43, -8.43]
}

No. 2
{
  "formula": "C5H4OS2",
  "method": "ωB97M-V/def2-TZVPD",
  "symbols": ["C", "C", "C", "C", "C", "H", "H", "H", "H", "O", "S", "S"],
  "xyz": [[-1.344, 1.260, -0.322], [-0.456, 0.269, -0.092], [1.067, -1.274, 1.081], [1.430, -1.037, -0.234], [0.638, -0.224, -1.002], [-2.324, 1.067, 1.219], [-1.300, 1.939, -1.248], [1.528, -2.069, 1.593], [2.359, -1.506, -0.542], [-2.253, 1.788, 0.447], [-0.591, -0.707, 1.495], [1.248, 0.495, -2.395]],
  "forces_ev_per_angstrom": [[1.8, 1.8, -3.3], [-1.2, -1.0, -0.1], [-1.9, 0.3, -2.7], [1.6, -2.7, 3.7], [-0.8, 3.7, -0.4], [-0.3, 2.6, -1.7], [0.5, -1.6, 1.0], [0.5, -0.4, 1.2], [-0.1, 0.3, -0.4], [-1.1, -3.1, 3.8], [2.1, 0.7, -1.8], [-1.1, -0.6, 0.6]],
  "nbo_charge": [0.26, -0.32, -0.25, -0.28, -0.12, 0.48, 0.22, 0.23, 0.24, -0.60, 0.23, -0.07],
  "homo_lumo_gap_ev": 6.9,
  "smiles": "O/C=C1\\SC=CC1=S",
  "e_above_lowest_kcal_mol": 30.09,
  "total_energy_ev": -28965.3564,
  "homo_ev": -8.14
}

No. 3
{
  "formula": "C4H27N3O7",
  "method": "ωB97M-V/def2-TZVPD",
  "symbols": ["C", "C", "C", "N", "C", "N", "N", "H", "H", "H", "H", "H", "H", "H", "H", "H", "H", "H", "H", "H", "H", "H", "O", "H", "H", "O", "H", "H", "O", "H", "H", "O", "H", "H", "O", "H", "H", "O", "H", "H", "O"],
  "xyz": [[-1.764, -0.341, -0.886], [-0.203, -0.082, -0.782], [0.556, -0.961, 0.297], [3.911, 0.302, 1.268], [2.699, -0.205, 1.391], [2.016, -0.583, 0.257], [-2.439, 0.764, -1.641], [-2.181, -0.397, 0.030], [-1.866, -1.294, -1.456], [0.328, -0.285, -1.758], [-0.042, 0.955, -0.308], [0.137, -0.726, 1.328], [0.409, -2.054, 0.047], [4.479, 0.253, 2.063], [4.287, 0.363, 0.356], [2.285, -0.515, 2.353], [2.284, -0.555, -0.825], [-3.423, 1.090, -1.357], [-2.533, 0.753, -2.732], [-1.832, 1.645, -1.582], [-1.861, -2.622, 2.374], [-2.971, -1.688, 1.810], [-1.937, -1.996, 1.684], [0.317, 1.795, -2.818], [0.683, 3.105, -2.169], [0.189, 2.363, -2.102], [0.947, 0.747, 3.654], [2.089, 1.672, 4.380], [1.977, 0.887, 3.803], [3.220, -0.101, -3.309], [1.646, -0.458, -3.257], [2.403, 0.000, -2.744], [-4.160, 2.241, 1.115], [-2.944, 1.636, 1.908], [-3.550, 1.453, 1.182], [1.132, -3.235, -3.566], [-0.292, -2.651, -3.959], [0.520, -2.487, -3.517], [-1.565, 0.479, 3.913], [-1.607, -0.018, 2.551], [-1.340, 0.750, 3.005]],
  "forces_ev_per_angstrom": [[2.6, -1.2, -3.6], [0.2, 1.0, 0.6], [0.0, 0.5, 1.5], [-3.6, -1.8, -0.3], [1.3, -0.6, -1.1], [-2.7, -0.3, -1.9], [-0.4, 3.3, -2.5], [-1.5, -0.1, 2.8], [-0.4, 0.7, 0.6], [-0.9, 0.7, 1.1], [-0.2, -1.3, -1.5], [0.7, -0.7, -1.2], [0.5, 0.6, 0.2], [1.5, 0.6, 1.7], [1.0, 0.6, -1.2], [0.2, 0.6, 0.0], [0.7, 0.5, 1.5], [1.7, -1.0, 0.4], [0.4, -1.0, 2.2], [-0.8, -0.9, 0.4], [0.2, -1.4, 1.3], [3.7, -1.3, -0.6], [-4.1, 2.7, -0.6], [0.8, -0.8, -2.0], [2.5, 3.8, -0.7], [-3.4, -2.7, 2.5], [2.9, 0.9, 0.9], [-0.3, -0.6, -0.3], [-2.8, -0.2, -0.7], [-1.2, 0.1, 0.6], [2.0, 0.6, 0.7], [-0.7, -1.2, -1.0], [0.9, -1.2, 0.4], [0.0, 0.2, 0.2], [-0.8, 1.0, -0.8], [-0.6, 0.0, -0.4], [-0.8, -0.8, -0.9], [1.4, 1.1, 1.3], [0.1, 0.6, 0.0], [-0.6, -1.8, -1.3], [0.7, 1.0, 1.4]],
  "nbo_charge": [-0.21, -0.41, -0.27, -0.45, 0.37, -0.25, -0.73, 0.25, 0.25, 0.24, 0.27, 0.27, 0.34, 0.47, 0.45, 0.32, 0.52, 0.50, 0.47, 0.48, 0.50, 0.51, -1.00, 0.48, 0.50, -0.96, 0.50, 0.53, -1.01, 0.53, 0.52, -1.01, 0.51, 0.50, -1.01, 0.51, 0.50, -1.00, 0.50, 0.47, -0.97],
  "homo_lumo_gap_ev": [8.8, 4.2],
  "charge": 3,
  "e_above_lowest_kcal_mol": 122.10,
  "total_energy_ev": -23357.3761,
  "homo_ev": [-19.98, -19.98],
  "multiplicity": 2
}

No. 4
{
  "formula": "C7H8N2O4",
  "method": "ωB97M-V/def2-TZVPD",
  "symbols": ["C", "C", "C", "C", "C", "C", "C", "N", "N", "O", "O", "O", "O", "H", "H", "H", "H", "H", "H", "H", "H"],
  "xyz": [[1.828, -1.427, 1.084], [-0.206, -1.911, 2.046], [-2.234, 0.173, -0.284], [-1.522, -1.077, -0.732], [0.893, -0.247, 0.893], [1.376, 1.091, 0.450], [-0.036, -0.986, -0.901], [1.219, -2.089, 2.302], [-0.037, -0.370, 1.954], [2.749, -1.819, 0.460], [-1.202, -2.510, 2.200], [-2.241, -0.275, -1.621], [0.849, -0.842, 3.066], [-3.255, 0.276, 0.183], [-1.408, 0.882, -0.034], [-2.017, -2.029, -0.640], [0.561, 1.806, 0.565], [1.755, 1.004, -0.607], [2.211, 1.558, 0.937], [0.532, -1.916, -0.899], [0.282, -0.208, -1.543]],
  "forces_ev_per_angstrom": [[-1.0, 1.1, 0.5], [-1.4, 1.4, -0.3], [0.5, -0.3, 0.4], [-0.6, -0.1, 0.4], [0.1, -1.3, -3.3], [0.3, 0.3, -1.3], [0.5, -0.3, 3.9], [-0.3, 0.0, 0.2], [-0.7, -1.8, 0.5], [0.3, -0.3, 0.0], [0.5, -0.5, -0.2], [-0.1, 1.3, -1.1], [1.5, 0.4, 0.2], [1.5, -0.4, -0.2], [-1.4, 0.2, -0.2], [0.3, -0.4, 0.5], [-0.1, 0.0, -0.5], [-0.7, 0.3, 0.9], [0.5, -0.3, 1.0], [-0.2, 0.2, -0.6], [0.3, 0.5, -0.7]],
  "nbo_charge": [0.63, 0.76, -0.10, -0.03, 0.02, -0.66, -0.28, -0.22, -0.21, -0.47, -0.47, -0.48, -0.24, 0.22, 0.18, 0.21, 0.23, 0.23, 0.23, 0.22, 0.22],
  "homo_lumo_gap_ev": 9.3,
  "e_above_lowest_kcal_mol": 200.23,
  "total_energy_ev": -18550.3336,
  "homo_ev": -9.91
}